Computed, not measured: a molecular structure, C21H14F4N4O3S5Ti in a non-equilibrium geometry, with ωB97M-V/def2-TZVPD.

LUMO energy (spin up / spin down), Eh: -0.0331 / -0.0962
2S+1: 3
Total energy, eV: -122266.6976
Frontier orbital gap (spin up / spin down), eV: 6.538 / 4.829
Relative energy (zero: lowest compared OMol25 entry of this formula, charge and spin), eV: 0.066

Each line ends with the Löwdin spin population.
CARTESIAN COORDINATES (ANGSTROEM)
Ti: 1.379 1.019 0.216  0.957
C: 4.303 2.454 0.306  0.000
O: 3.448 1.530 -0.422  0.001
C: 4.654 1.846 1.645  0.000
C: 3.473 1.507 2.538  0.005
O: 2.587 0.521 1.933  0.012
C: 3.143 -0.803 1.842  0.003
C: 2.184 -1.642 1.043  0.005
O: 1.920 -0.991 -0.219  0.012
C: 2.683 -1.486 -1.337  0.002
H: 5.199 2.617 -0.286  0.000
H: 3.759 3.391 0.424  0.000
H: 3.174 1.934 -1.263  0.000
H: 5.259 2.580 2.185  0.000
H: 5.294 0.973 1.503  0.000
H: 2.848 2.375 2.721  0.001
H: 3.798 1.106 3.498  0.001
H: 3.255 -1.229 2.840  0.000
H: 4.116 -0.759 1.356  0.000
H: 1.227 -1.725 1.549  0.000
H: 2.596 -2.636 0.884  0.001
H: 2.486 -2.549 -1.446  0.000
H: 3.742 -1.296 -1.170  0.000
H: 2.343 -0.947 -2.214  0.000
S: -1.565 6.671 -3.382  0.000
C: -0.836 5.433 -2.600  0.001
S: -0.323 5.500 -0.953  -0.001
C: 0.296 3.878 -0.816  0.008
C: 0.172 3.119 -1.907  0.010
S: 0.717 1.437 -2.026  -0.002
S: -0.580 3.869 -3.288  0.000
S: 1.021 3.364 0.713  -0.003
F: -5.567 -0.316 1.042  -0.010
C: -4.715 -1.146 0.435  -0.013
C: -5.252 -2.246 -0.185  0.069
F: -6.575 -2.395 -0.138  0.019
C: -4.469 -3.212 -0.852  0.021
C: -3.087 -2.938 -0.825  0.071
C: -2.566 -1.836 -0.208  -0.009
F: -1.221 -1.690 -0.253  -0.009
C: -3.338 -0.880 0.456  0.090
C: -2.755 0.272 1.109  0.040
C: -1.399 0.454 1.175  0.033
N: -0.236 0.565 1.233  0.030
C: -3.507 1.334 1.724  0.004
N: -4.047 2.216 2.231  0.014
F: -2.223 -3.768 -1.416  0.019
C: -5.019 -4.360 -1.484  0.285
C: -4.219 -5.343 -2.156  0.030
N: -3.634 -6.166 -2.709  0.137
C: -6.419 -4.652 -1.501  0.029
N: -7.530 -4.954 -1.547  0.141

Computed, not measured: a molecular structure, CH5O2 in a non-equilibrium geometry, with ωB97M-V/def2-TZVPD.

LUMO energy, Eh: 0.1768
2S+1: 1
Total energy, eV: -5212.4564
Frontier orbital gap, eV: 7.939
Total charge: -1
Relative energy (zero: lowest compared OMol25 entry of this formula, charge and spin), eV: 0.488

Each line ends with the Löwdin charge.
CARTESIAN COORDINATES (ANGSTROEM)
O: 2.093 0.238 -0.269  -0.393
H: 1.976 1.178 -0.124  -0.086
C: -0.965 -0.393 0.235  -0.326
O: -0.300 0.542 -0.547  -0.339
H: -0.693 -1.465 0.150  0.057
H: -2.045 -0.404 -0.007  0.033
H: -0.956 0.034 1.253  0.051
H: 0.890 0.270 -0.692  0.004

Computed, not measured: a molecular structure, C31H24BN7STc, with ωB97M-V/def2-TZVPD.

LUMO energy (spin up / spin down), Eh: -0.2364 / -0.2869
2S+1: 4
Total energy, eV: -56663.2265
Frontier orbital gap (spin up / spin down), eV: 7.311 / 5.965
Total charge: +2

Each line ends with the Löwdin spin population.
CARTESIAN COORDINATES (ANGSTROEM)
Tc: 0.802 -0.167 0.428  2.621
B: 3.425 0.463 2.033  0.005
N: 2.266 0.033 2.986  0.006
C: 2.180 -0.018 4.308  0.038
C: 0.866 -0.322 4.672  0.019
C: 0.181 -0.400 3.482  0.020
N: 1.038 -0.192 2.455  0.024
N: 3.651 -0.724 1.038  0.007
C: 4.742 -1.386 0.685  0.031
C: 4.451 -2.200 -0.415  0.017
C: 3.125 -1.963 -0.688  0.017
N: 2.636 -1.060 0.199  0.022
H: 3.013 1.401 1.364  0.003
H: 4.418 0.684 2.656  0.000
H: 3.055 0.150 4.915  0.002
H: 0.479 -0.459 5.666  0.001
H: -0.855 -0.627 3.292  0.000
H: 5.664 -1.239 1.224  0.002
H: 5.120 -2.867 -0.929  0.001
H: 2.485 -2.394 -1.442  0.000
C: 1.651 1.103 -3.587  0.000
C: 1.721 0.595 -2.291  0.019
N: 0.699 -0.018 -1.697  0.004
C: -0.492 -0.157 -2.373  0.006
C: -0.673 0.461 -3.624  0.000
C: 0.447 1.056 -4.237  0.018
C: -1.970 0.514 -4.191  0.008
C: -3.027 0.078 -3.455  -0.002
C: -2.856 -0.548 -2.191  0.009
C: -4.052 -0.791 -1.368  0.000
C: -4.083 -0.697 -0.040  0.007
C: -2.825 -0.491 0.793  0.003
N: -1.351 -1.778 -0.745  0.019
C: -1.578 -0.824 -1.744  -0.004
H: 2.523 1.562 -4.028  0.000
H: 2.629 0.703 -1.709  0.001
H: 0.336 1.494 -5.222  0.001
H: -2.108 0.950 -5.171  0.000
H: -4.035 0.196 -3.833  0.000
H: -4.988 -0.933 -1.897  0.000
H: -5.023 -0.806 0.485  0.000
H: -3.110 -0.461 1.850  0.001
S: -3.152 2.199 0.219  0.015
C: -1.755 3.219 0.146  0.001
C: -1.680 4.596 -0.066  0.002
C: -0.427 5.171 -0.087  0.000
C: 0.730 4.404 0.111  0.001
C: 0.653 3.044 0.323  0.007
C: -0.611 2.456 0.330  0.007
N: -0.883 1.089 0.530  0.010
C: -2.171 0.838 0.513  0.022
C: -1.962 -1.727 0.563  0.029
C: -2.580 -2.956 1.099  0.001
C: -1.886 -4.081 1.270  0.003
C: -0.448 -4.125 1.075  -0.002
C: 0.263 -3.051 0.717  0.007
C: -0.424 -1.788 0.357  -0.031
H: -2.571 5.193 -0.208  0.000
H: -0.335 6.236 -0.246  0.000
H: 1.697 4.889 0.113  0.000
H: 1.559 2.481 0.532  0.003
H: -3.625 -2.902 1.381  0.001
H: -2.383 -4.965 1.648  0.000
H: 0.076 -5.044 1.305  0.000
H: 1.340 -3.094 0.723  0.000

> Which of these has the highest total energy?

CH5O2